Density functional theory data (ωB97M-V with the def2-TZVPD basis set) for 2 unconnected molecules or ions with the total composition C12H5F4O4S in a non-equilibrium geometry.

Last column: Löwdin charge in e.
Geometry (Å):
C  1.03  -1.51  3.00  -0.11
O  -0.21  -0.03  4.39  0.13
S  0.02  -1.14  -1.91  0.64
O  0.44  -1.54  -3.26  -0.53
C  0.14  3.57  -1.97  -0.12
H  2.08  0.85  -2.64  0.11
F  2.16  -1.18  3.66  0.11
O  -0.18  -3.73  0.43  0.15
C  -1.37  -2.09  1.67  -0.09
C  1.05  -2.37  1.95  -0.11
H  -2.09  0.97  -1.64  0.09
H  2.19  3.32  -2.49  0.09
O  0.91  -1.46  -0.80  -0.50
F  -2.52  -2.54  1.13  0.12
F  -2.54  -0.68  3.13  0.12
C  -1.07  2.90  -1.76  -0.12
C  -0.15  -2.75  1.18  -0.28
F  2.16  -3.08  1.69  0.13
C  1.20  1.41  -2.38  -0.10
C  -1.14  1.49  -1.82  -0.11
H  0.18  4.66  -1.89  0.09
C  0.01  0.76  -2.06  -0.31
C  -0.20  -0.87  3.47  -0.25
C  1.25  2.80  -2.30  -0.11
H  -1.96  3.47  -1.51  0.09
C  -1.39  -1.24  2.72  -0.12

The value obtained for the orbital gap is 4.16 eV. Its LUMO energy is 0.5 eV. As for the total charge: -1. For the total energy, the calculation gives -1558.866606 Eh.